[1]
This record from the OMol25 dataset describes a cluster of 13 separate species, C47H75F24N5O21 in total. The level of theory is wB97M-V/def2-TZVPD.

The geometry in ORCA input format:
```
! RIJCOSX wB97M-V def2-TZVPD def2/J DEFGRID3
* xyz 0 1
C -5.810 -18.828 10.025
C -6.421 -17.498 10.353
O -5.770 -16.470 10.290
N -7.702 -17.454 10.759
C -8.467 -16.190 10.950
H -5.486 -19.337 10.907
H -4.965 -18.708 9.328
H -6.681 -19.523 9.634
H -8.248 -18.297 10.637
H -9.536 -16.321 11.129
H -8.286 -15.578 10.121
H -8.104 -15.563 11.767
C -15.514 -19.302 12.809
C -15.918 -20.477 11.991
O -16.227 -21.545 12.570
N -15.742 -20.389 10.641
C -16.119 -21.435 9.715
H -16.019 -19.203 13.758
H -15.641 -18.374 12.242
H -14.418 -19.329 12.941
H -15.722 -19.484 10.197
H -17.231 -21.539 9.740
H -15.707 -22.361 10.055
H -15.784 -21.262 8.720
C -14.807 -16.288 7.720
C -14.766 -17.807 7.624
O -15.472 -18.543 8.242
N -13.819 -18.242 6.801
C -13.513 -19.646 6.668
H -15.690 -15.913 8.277
H -14.664 -15.780 6.777
H -13.971 -15.863 8.276
H -13.130 -17.591 6.607
H -13.408 -19.874 5.624
H -14.239 -20.295 7.204
H -12.524 -19.799 7.076
C -12.369 -24.312 8.000
C -11.208 -23.507 7.369
O -11.292 -22.343 7.003
N -10.034 -24.224 7.286
C -8.802 -23.563 6.867
H -13.152 -24.550 7.309
H -12.792 -23.664 8.796
H -12.030 -25.208 8.640
H -10.042 -25.249 7.503
H -9.057 -23.021 5.945
H -7.984 -24.279 6.848
H -8.517 -22.830 7.663
C -7.126 -30.980 11.765
C -6.655 -29.552 12.002
O -7.488 -28.638 12.065
N -5.341 -29.471 12.113
C -4.562 -28.279 12.272
H -6.451 -31.419 11.057
H -8.117 -31.009 11.269
H -7.116 -31.425 12.721
H -4.836 -30.316 11.875
H -4.986 -27.465 11.674
H -3.514 -28.457 11.833
H -4.423 -28.027 13.317
C -9.326 -27.828 14.720
C -8.462 -26.757 14.120
O -9.168 -26.318 12.907
C -8.362 -25.908 11.932
O -7.220 -25.664 11.952
C -9.091 -25.987 10.581
F -10.406 -25.709 10.656
F -8.561 -25.124 9.668
F -8.985 -27.178 10.050
H -8.977 -28.105 15.734
H -9.263 -28.736 14.171
H -10.404 -27.553 14.819
H -7.493 -27.169 13.859
H -8.360 -25.894 14.752
C -6.475 -16.774 15.011
C -7.476 -17.779 14.497
O -8.830 -17.193 14.688
C -9.871 -17.616 14.013
O -9.802 -18.619 13.356
C -11.092 -16.815 14.367
F -10.955 -15.654 13.682
F -12.174 -17.370 13.900
F -11.144 -16.590 15.628
H -6.678 -16.479 16.082
H -6.353 -15.879 14.362
H -5.449 -17.199 15.063
H -7.352 -18.653 15.162
H -7.284 -18.043 13.467
C -9.481 -24.058 17.839
C -10.914 -23.731 17.703
O -11.238 -22.296 17.686
C -11.216 -21.705 16.510
O -11.109 -22.210 15.447
C -11.365 -20.189 16.735
F -12.105 -19.709 15.753
F -11.919 -19.894 17.887
F -10.123 -19.638 16.715
H -9.403 -25.169 17.765
H -9.192 -23.734 18.830
H -8.959 -23.581 17.092
H -11.483 -24.063 18.578
H -11.292 -24.126 16.765
C -14.739 -23.632 14.675
C -15.373 -24.279 13.476
O -14.477 -25.515 13.315
C -14.249 -25.911 12.104
O -14.650 -25.489 11.097
C -13.356 -27.158 12.125
F -13.746 -27.974 13.076
F -13.282 -27.776 10.950
F -12.097 -26.807 12.512
H -13.668 -23.515 14.306
H -14.677 -24.303 15.495
H -15.155 -22.615 14.722
H -15.299 -23.608 12.642
H -16.446 -24.581 13.591
C -8.152 -19.778 6.877
C -9.012 -19.234 5.722
O -9.080 -17.748 5.861
C -10.233 -17.170 5.856
O -11.220 -17.739 5.477
C -10.116 -15.693 6.391
F -9.127 -15.054 5.927
F -11.219 -14.994 6.082
F -9.937 -15.847 7.741
H -7.304 -19.058 7.008
H -7.798 -20.783 6.747
H -8.724 -19.759 7.808
H -10.022 -19.552 5.573
H -8.671 -19.354 4.686
C -12.782 -21.832 11.263
C -11.537 -21.118 10.715
O -10.519 -21.547 11.769
C -9.378 -20.922 11.652
O -9.017 -20.167 10.817
C -8.253 -21.410 12.671
F -7.176 -20.762 12.381
F -8.522 -21.220 13.932
F -8.033 -22.740 12.490
H -13.600 -22.045 10.574
H -13.171 -21.378 12.131
H -12.403 -22.837 11.520
H -11.610 -20.034 10.698
H -11.196 -21.457 9.739
C -4.000 -21.275 16.255
C -4.375 -21.349 14.784
O -3.373 -21.326 13.774
C -2.553 -22.411 13.778
O -2.642 -23.446 14.385
C -1.401 -22.162 12.803
F -0.803 -23.300 12.388
F -1.763 -21.434 11.706
F -0.537 -21.348 13.423
H -4.908 -21.624 16.780
H -3.626 -20.405 16.713
H -3.304 -22.040 16.510
H -4.967 -20.520 14.542
H -5.003 -22.225 14.613
C -4.609 -23.137 10.280
C -4.918 -23.951 9.047
O -5.029 -23.075 7.912
C -3.880 -22.590 7.490
O -2.822 -22.848 8.020
C -4.116 -21.426 6.438
F -4.326 -20.300 7.117
F -3.084 -21.140 5.667
F -5.187 -21.726 5.697
H -5.302 -22.317 10.478
H -3.587 -22.742 10.124
H -4.532 -23.727 11.152
H -5.811 -24.466 9.136
H -4.093 -24.622 8.877
*
```

**E_HOMO**: -0.3397 Ha
**Strongest force on any atom**: 3.74 eV Å⁻¹
**M**: 1502.08 g/mol


[2]
This record from the OMol25 dataset describes an isolated molecule of C47H75NO17. The level of theory is wB97M-V/def2-TZVPD.

The geometry in ORCA input format:
```
! RIJCOSX wB97M-V def2-TZVPD def2/J DEFGRID3
* xyz 0 1
C 1.815 2.640 2.871
H 1.856 3.680 2.566
H 2.220 2.553 3.876
H 0.781 2.306 2.887
C 2.639 1.783 1.915
H 2.070 1.561 1.003
C 4.013 2.370 1.545
C 4.733 2.926 2.774
H 4.272 3.855 3.097
H 4.704 2.206 3.588
H 5.774 3.126 2.530
H 4.609 1.543 1.146
C 3.932 3.450 0.432
H 4.858 4.039 0.493
O 2.912 4.386 0.649
H 2.058 4.029 0.357
C 3.880 2.809 -0.981
C 5.237 2.270 -1.319
C 5.684 1.020 -1.187
C 4.920 -0.115 -0.715
C 5.430 -1.247 -0.228
C 6.878 -1.597 -0.073
H 7.496 -0.964 -0.711
H 7.188 -1.422 0.963
C 7.134 -3.075 -0.423
C 6.652 -3.351 -1.810
C 5.455 -3.851 -2.117
C 4.492 -4.357 -1.157
C 3.159 -4.184 -1.213
C 2.491 -3.360 -2.178
C 1.184 -3.035 -2.154
C 0.204 -3.546 -1.229
C -0.937 -2.932 -0.907
C -1.348 -1.568 -1.381
C -0.427 -0.477 -0.811
H 0.600 -0.628 -1.133
C -0.923 0.918 -1.185
O -0.249 1.859 -0.372
C -0.779 3.174 -0.450
O 0.106 3.976 0.276
H -0.046 3.800 1.219
C -0.777 3.679 -1.902
H 0.262 3.850 -2.187
H -1.315 4.624 -1.949
C -1.410 2.683 -2.878
O -2.798 2.672 -2.669
H -3.209 1.917 -3.119
C -0.778 1.286 -2.668
C 0.654 1.277 -3.152
O 1.629 0.972 -2.526
O 0.730 1.643 -4.444
H 1.655 1.628 -4.737
H -1.339 0.575 -3.284
H -1.197 3.013 -3.909
C -2.186 3.258 0.180
H -2.435 4.318 0.278
C -2.226 2.587 1.557
O -1.674 3.429 2.554
H -2.193 4.241 2.592
H -1.581 1.703 1.547
C -3.671 2.126 1.876
O -4.037 1.123 0.959
H -3.386 0.397 1.084
H -4.351 2.965 1.680
C -3.841 1.695 3.351
C -3.713 0.194 3.630
H -3.931 0.038 4.688
H -4.461 -0.352 3.051
C -2.325 -0.396 3.330
O -2.154 -0.564 1.933
H -2.112 -1.518 1.736
H -1.563 0.324 3.663
C -2.135 -1.719 4.083
H -1.998 -1.512 5.144
H -3.035 -2.327 3.962
C -0.957 -2.560 3.565
O -1.350 -3.116 2.324
H -0.537 -3.417 1.876
H -0.782 -3.382 4.281
C 0.338 -1.749 3.433
H 0.192 -0.968 2.685
H 0.566 -1.281 4.392
C 1.528 -2.622 2.999
O 1.304 -3.219 1.741
H 1.466 -2.536 1.061
H 1.646 -3.455 3.705
C 2.820 -1.783 2.976
C 2.617 -0.617 2.026
O 2.219 -0.767 0.892
O 2.867 0.532 2.613
H 3.635 -2.404 2.598
H 3.072 -1.417 3.969
H -3.101 2.235 3.945
H -4.833 2.001 3.687
H -2.920 2.805 -0.482
H -1.995 0.948 -0.954
H -0.456 -0.536 0.276
H -1.318 -1.531 -2.482
O -2.663 -1.250 -0.943
C -3.742 -1.549 -1.780
O -4.536 -2.561 -1.230
C -5.229 -2.112 -0.067
C -5.771 -3.329 0.666
H -6.407 -3.910 0.003
H -6.352 -3.001 1.525
H -4.951 -3.958 1.000
C -6.343 -1.110 -0.457
O -6.535 -0.135 0.529
H -5.710 0.372 0.656
H -7.303 -1.639 -0.523
C -6.048 -0.493 -1.850
N -6.478 -1.300 -2.985
H -6.088 -2.235 -2.897
H -7.488 -1.385 -2.996
C -4.546 -0.240 -2.021
O -4.270 0.274 -3.306
H -4.934 -0.118 -3.894
H -4.211 0.504 -1.292
H -6.573 0.468 -1.910
H -4.510 -1.586 0.575
H -3.395 -1.944 -2.746
H -1.636 -3.394 -0.225
H 0.418 -4.501 -0.769
H 0.823 -2.321 -2.883
H 3.117 -2.907 -2.934
H 2.550 -4.624 -0.436
H 4.901 -4.911 -0.320
H 5.160 -3.896 -3.158
H 7.305 -3.014 -2.604
H 6.611 -3.705 0.298
H 8.205 -3.277 -0.348
H 4.744 -2.015 0.103
H 3.845 -0.016 -0.752
H 6.719 0.827 -1.442
H 5.928 3.023 -1.678
C 3.495 3.861 -2.024
H 3.510 3.417 -3.017
H 4.197 4.693 -2.002
H 2.500 4.254 -1.832
H 3.130 2.015 -0.992
*
```

**Energy above the lowest of the compared OMol25 structures with the same formula, charge and spin**: 0.00 kJ/mol
**E_HOMO**: -0.2852 Ha
**Strongest force on any atom**: 0.83 eV Å⁻¹
**M**: 926.11 g/mol


[3]
This record from the OMol25 dataset describes a structure of composition C47H76IN5O7S2SbSi4Ti. The level of theory is wB97M-V/def2-TZVPD.

The geometry in ORCA input format:
```
! RIJCOSX wB97M-V def2-TZVPD def2/J DEFGRID3
* xyz 0 2
Ti -0.578 -0.387 -0.289
O -3.399 -1.251 -4.911
C -2.109 -1.301 -5.270
C -1.820 -1.598 -6.604
C -0.513 -1.713 -7.028
C 0.545 -1.540 -6.135
C 0.265 -1.217 -4.824
C -1.050 -1.070 -4.375
C -1.267 -0.749 -2.950
O -0.243 -0.453 -2.215
N -2.483 -0.865 -2.472
N -2.444 -0.871 -1.070
C -3.440 -1.446 -0.499
C -3.394 -1.923 0.877
C -4.423 -2.750 1.333
C -4.308 -3.427 2.532
C -3.134 -3.298 3.274
C -2.110 -2.469 2.852
C -2.249 -1.740 1.675
O -1.309 -0.881 1.294
H -3.431 -1.104 -3.935
H -2.649 -1.743 -7.284
H -0.312 -1.950 -8.065
H 1.568 -1.669 -6.464
H 1.058 -1.082 -4.101
H -4.292 -1.734 -1.114
H -5.309 -2.872 0.720
H -5.107 -4.067 2.878
H -3.020 -3.851 4.198
H -1.195 -2.346 3.417
C -1.812 1.847 3.913
C -0.593 1.000 4.249
C -1.059 -0.359 4.763
C 0.289 1.691 5.280
O 0.117 0.855 3.010
Si 1.537 0.121 2.634
S 1.691 -0.016 0.556
O 1.476 -1.365 3.335
C 2.430 -2.218 3.962
C 3.579 -2.487 2.996
C 1.693 -3.515 4.272
C 2.939 -1.597 5.260
O 2.794 0.924 3.302
C 3.845 1.861 3.062
C 3.565 3.067 3.950
C 3.923 2.287 1.602
C 5.155 1.196 3.469
H -1.521 2.848 3.597
H -2.365 1.373 3.101
H -2.471 1.934 4.780
H -1.740 -0.218 5.605
H -0.221 -0.972 5.089
H -1.587 -0.894 3.971
H -0.274 1.861 6.200
H 0.644 2.650 4.902
H 1.160 1.077 5.516
H 3.186 -2.886 2.059
H 4.280 -3.209 3.421
H 4.119 -1.567 2.777
H 1.352 -3.989 3.350
H 0.827 -3.314 4.905
H 2.350 -4.212 4.796
H 3.366 -0.614 5.074
H 3.701 -2.236 5.708
H 2.119 -1.490 5.974
H 2.621 3.533 3.664
H 4.362 3.807 3.854
H 3.498 2.758 4.994
H 2.966 2.669 1.242
H 4.201 1.441 0.972
H 4.679 3.067 1.494
H 5.110 0.856 4.504
H 5.982 1.902 3.374
H 5.361 0.339 2.828
S 1.370 -5.502 -4.054
C 0.775 -4.503 -2.713
C 1.644 -3.838 -1.860
C 1.118 -3.024 -0.874
N -0.198 -2.827 -0.701
C -1.019 -3.514 -1.498
C -0.588 -4.350 -2.515
C 2.320 -6.723 -3.196
C 3.296 -7.397 -3.920
C 4.026 -8.389 -3.286
N 3.861 -8.735 -2.012
C 2.919 -8.083 -1.334
C 2.122 -7.083 -1.870
H 2.716 -3.942 -1.962
H 1.767 -2.474 -0.204
H -2.080 -3.403 -1.311
H -1.305 -4.858 -3.143
H 3.488 -7.154 -4.957
H 4.794 -8.925 -3.833
H 2.786 -8.376 -0.299
H 1.367 -6.608 -1.259
N 2.112 1.583 -4.082
C 2.297 1.784 -2.755
O 1.454 2.274 -2.030
C 3.647 1.378 -2.214
I 5.005 3.012 -2.408
H 1.202 1.749 -4.478
H 2.802 1.121 -4.645
H 4.089 0.540 -2.746
H 3.548 1.165 -1.155
C -0.354 4.095 -3.917
Si -1.803 3.352 -2.968
C -3.002 4.775 -2.710
C -2.590 2.180 -4.192
Sb -1.381 2.332 -0.628
Si -0.268 4.512 0.249
C 1.044 4.134 1.532
C -1.494 5.691 1.029
C 0.608 5.428 -1.116
Si -3.897 2.435 -0.014
C -4.661 4.124 0.321
C -4.159 1.420 1.543
C -4.901 1.679 -1.402
H -0.502 5.172 -4.018
H -0.353 3.674 -4.927
H 0.624 3.933 -3.474
H -3.080 5.329 -3.650
H -2.660 5.470 -1.940
H -4.003 4.444 -2.432
H -2.988 2.800 -5.002
H -3.400 1.569 -3.800
H -1.850 1.507 -4.628
H 1.163 3.068 1.720
H 0.797 4.614 2.482
H 2.000 4.535 1.188
H -2.074 5.220 1.824
H -2.189 6.132 0.313
H -0.915 6.507 1.473
H 1.331 4.784 -1.619
H 1.153 6.247 -0.636
H -0.059 5.856 -1.864
H -3.941 4.934 0.388
H -5.203 4.085 1.268
H -5.374 4.385 -0.464
H -4.155 2.074 2.417
H -3.400 0.655 1.705
H -5.133 0.924 1.501
H -4.946 2.333 -2.273
H -5.923 1.538 -1.037
H -4.520 0.715 -1.738
*
```

**Energy above the lowest of the compared OMol25 structures with the same formula, charge and spin**: 140.37 kJ/mol
**E_HOMO (spin up / spin down)**: -0.2595 / -0.2927 Ha
**Strongest force on any atom**: 1.43 eV Å⁻¹
**M**: 1296.16 g/mol


> Which of these has the lowest strongest force on any atom?

C47H75NO17